# F3HNP

A molecular structure, F3HNP at a distorted geometry (ωB97M-V with the def2-TZVPD basis set, the OMol25 dataset).

Each line ends with the natural charge from an NBO analysis.
Atoms and positions in Å:
1 N -0.5484 0.7839 0.9397  -1.209
2 F -0.3054 -2.0539 -0.6105  -0.595
3 F 1.6016 -0.2403 0.4697  -0.524
4 F 0.7029 0.4532 -1.6171  -0.509
5 P 0.1864 0.0186 -0.1602  2.384
6 H -1.6370 1.0385 0.9784  0.452

Calculated values
molecular weight: 102.983 Da
gap between HOMO and LUMO: 10.241 eV
highest occupied orbital energy: -12.08 eV
LUMO level: -1.838 eV
energy above the lowest of the compared OMol25 structures with the same formula, charge and spin: 63.2 kcal per mole